{
  "formula": "C76H179F12N14O35",
  "method": "ωB97M-V/def2-TZVPD",
  "species": ["C", "O", "C", "C", "N", "H", "H", "C", "C", "O", "C", "H", "H", "H", "H", "H", "H", "H", "H", "H", "H", "H", "H", "H", "H", "C", "O", "C", "C", "N", "H", "H", "C", "C", "O", "C", "H", "H", "H", "H", "H", "H", "H", "H", "H", "H", "H", "H", "H", "H", "C", "O", "C", "C", "N", "H", "H", "C", "C", "O", "C", "H", "H", "H", "H", "H", "H", "H", "H", "H", "H", "H", "H", "H", "H", "C", "O", "C", "C", "N", "H", "H", "C", "C", "O", "C", "H", "H", "H", "H", "H", "H", "H", "H", "H", "H", "H", "H", "H", "H", "C", "O", "C", "C", "N", "H", "H", "C", "C", "O", "C", "H", "H", "H", "H", "H", "H", "H", "H", "H", "H", "H", "H", "H", "H", "C", "O", "C", "C", "N", "H", "H", "C", "C", "O", "C", "H", "H", "H", "H", "H", "H", "H", "H", "H", "H", "H", "H", "H", "H", "C", "O", "C", "C", "N", "H", "H", "C", "C", "O", "C", "H", "H", "H", "H", "H", "H", "H", "H", "H", "H", "H", "H", "H", "H", "C", "O", "C", "C", "N", "H", "H", "C", "C", "O", "C", "H", "H", "H", "H", "H", "H", "H", "H", "H", "H", "H", "H", "H", "H", "C", "O", "C", "C", "N", "H", "H", "C", "C", "O", "C", "H", "H", "H", "H", "H", "H", "H", "H", "H", "H", "H", "H", "H", "H", "C", "C", "N", "C", "C", "N", "C", "C", "H", "H", "H", "H", "H", "H", "H", "H", "H", "H", "H", "N", "O", "O", "O", "N", "O", "O", "O", "N", "O", "O", "O", "C", "O", "O", "C", "F", "F", "F", "C", "C", "H", "H", "H", "H", "H", "H", "C", "O", "O", "C", "F", "F", "F", "C", "C", "H", "H", "H", "H", "H", "H", "C", "O", "O", "C", "F", "F", "F", "C", "C", "H", "H", "H", "H", "H", "H", "C", "O", "O", "C", "F", "F", "F", "C", "C", "H", "H", "H", "H", "H", "H"],
  "xyz": [[-1.226790, -7.129817, -3.498622], [-1.216418, -5.989212, -2.696745], [0.143176, -5.408519, -2.521780], [0.500957, -5.625269, -1.081506], [-0.289913, -4.690284, -0.229055], [0.493983, -2.953472, -0.003973], [-1.309795, -4.716940, -0.450844], [-0.106065, -4.998595, 1.138640], [-0.918556, -6.205522, 1.610055], [-0.785513, -7.334648, 0.766930], [-1.888143, -8.302359, 0.842514], [-0.925483, -6.942362, -4.561826], [-2.290626, -7.407583, -3.534270], [-0.667746, -7.983316, -3.081184], [0.114006, -4.337387, -2.785983], [0.764658, -5.899865, -3.217196], [1.556778, -5.414910, -0.866645], [0.353206, -6.706999, -0.810067], [-0.358759, -4.185876, 1.812640], [0.972406, -5.046983, 1.359013], [-1.969408, -5.938407, 1.701066], [-0.658933, -6.359236, 2.678803], [-2.799347, -7.846585, 0.475671], [-1.968316, -8.687724, 1.856454], [-1.658480, -9.065487, 0.158470], [-4.821947, 0.164800, -1.036192], [-4.794400, -0.755804, 0.123300], [-5.900628, -1.592200, 0.151749], [-6.579898, -1.653288, 1.578530], [-7.496471, -2.798509, 1.626872], [-7.203320, -3.502158, 1.004119], [-7.360014, -3.542592, 3.205453], [-8.891991, -2.555561, 1.179033], [-9.501933, -3.898801, 0.788136], [-8.907056, -4.268118, -0.432032], [-9.450131, -5.521718, -0.890184], [-4.927758, -0.504684, -1.925307], [-3.854886, 0.726388, -0.985330], [-5.711093, 0.859967, -0.979274], [-5.757044, -2.569608, -0.234336], [-6.675081, -1.135711, -0.528016], [-7.039011, -0.732792, 1.867641], [-5.816515, -1.753048, 2.367875], [-9.026766, -1.866874, 0.401595], [-9.512707, -2.242440, 2.024822], [-10.620284, -3.807498, 0.703506], [-9.299011, -4.611100, 1.587582], [-10.473063, -5.646039, -0.618514], [-8.827582, -6.274877, -0.499233], [-9.425442, -5.564083, -2.000445], [5.489955, -1.786438, 5.421733], [4.871642, -1.889470, 4.139933], [3.475500, -2.069064, 4.221814], [3.028137, -2.337956, 2.763526], [3.391945, -1.062636, 1.976223], [2.587463, -0.462463, 1.931668], [4.162917, -0.434498, 2.414836], [3.838329, -1.277335, 0.553718], [5.277752, -1.712578, 0.448467], [6.131069, -0.834787, 1.167058], [7.297677, -1.373702, 1.819724], [6.511735, -1.417095, 5.309864], [5.461179, -2.742817, 5.939208], [4.910620, -1.115181, 6.066811], [3.106594, -1.186836, 4.753501], [3.207887, -3.016392, 4.714427], [1.977137, -2.499771, 2.537148], [3.569719, -3.131815, 2.324208], [3.704246, -0.374192, -0.035684], [3.259537, -2.057192, 0.150980], [5.491608, -1.692352, -0.635974], [5.365326, -2.739690, 0.812865], [8.019493, -0.555670, 1.883577], [7.645707, -2.195921, 1.181707], [6.935618, -1.759130, 2.779441], [-6.546448, -5.346546, -7.900112], [-5.411078, -4.534812, -7.643904], [-4.170662, -5.154246, -7.357225], [-3.220093, -4.126965, -6.795412], [-3.940128, -3.261562, -5.833477], [-4.838263, -3.102873, -6.209676], [-4.082024, -3.774721, -4.945620], [-3.119843, -2.028185, -5.417686], [-2.317209, -2.418773, -4.251834], [-3.206538, -3.010267, -3.356746], [-2.636069, -3.180713, -2.027967], [-7.385700, -4.692285, -7.836878], [-6.615410, -6.254116, -7.182886], [-6.511364, -5.719674, -8.915527], [-3.709085, -5.696049, -8.211061], [-4.311358, -5.994512, -6.658480], [-2.942460, -3.495829, -7.625606], [-2.437832, -4.544649, -6.226928], [-3.908763, -1.264918, -5.208444], [-2.582189, -1.644421, -6.303413], [-1.932994, -1.496596, -3.812798], [-1.461630, -3.131017, -4.370663], [-1.688933, -3.743295, -2.211469], [-3.343824, -3.682933, -1.384244], [-2.353382, -2.211926, -1.705267], [-0.699940, 2.273533, 6.536528], [0.281887, 1.369229, 6.076658], [0.411487, 1.582906, 4.664522], [0.895742, 2.974337, 4.197784], [2.234374, 3.316311, 4.642695], [2.328438, 3.193050, 5.655111], [2.929354, 2.729015, 4.127484], [2.655491, 4.744458, 4.323843], [3.818441, 4.972989, 5.136247], [3.153511, 5.093749, 6.382402], [3.862325, 5.592168, 7.492192], [-1.607984, 2.147242, 5.815979], [-0.276207, 3.307600, 6.510826], [-0.973215, 2.002573, 7.570958], [-0.506447, 1.372379, 4.085431], [1.228234, 0.913641, 4.407439], [0.198623, 3.807174, 4.423107], [0.836733, 2.978324, 3.101762], [1.792622, 5.318684, 4.663214], [2.734283, 4.825199, 3.233651], [4.372286, 5.913386, 4.919477], [4.517587, 4.151344, 5.054303], [4.266369, 4.785034, 8.107082], [3.093501, 6.182611, 8.068134], [4.649997, 6.288106, 7.136212], [5.002069, 5.348343, -1.307408], [5.189969, 3.943936, -1.151349], [5.372754, 3.701385, 0.247970], [5.367222, 2.195845, 0.244706], [6.477663, 1.552650, -0.496194], [6.369006, 0.532838, -0.330399], [6.351038, 1.575395, -1.556033], [7.891220, 1.968527, -0.090489], [8.904420, 1.221971, -0.921289], [8.948544, 1.735487, -2.200256], [9.415310, 0.788998, -3.157600], [4.710976, 5.587099, -2.333278], [5.957963, 5.827632, -1.167950], [4.176623, 5.704810, -0.656628], [4.511146, 4.125948, 0.878512], [6.303958, 4.220419, 0.607990], [4.438066, 1.859377, -0.194135], [5.486614, 1.781367, 1.236496], [7.905831, 1.904966, 0.963401], [7.862069, 3.078844, -0.401803], [8.714969, 0.138877, -0.876757], [9.847303, 1.452074, -0.390139], [8.733433, -0.003699, -3.171815], [10.495870, 0.529799, -2.997615], [9.256758, 1.320833, -4.120267], [0.753864, 4.329849, -6.125053], [2.115646, 4.003687, -6.133403], [2.674539, 3.917979, -4.764256], [3.913008, 3.064589, -4.837592], [4.860130, 3.539389, -5.874411], [4.423769, 4.149398, -6.608882], [5.530377, 4.082298, -5.372028], [5.652645, 2.546118, -6.639067], [4.968368, 2.397515, -7.958853], [5.127994, 3.580418, -8.636990], [4.971840, 3.582571, -10.073213], [0.577838, 5.142913, -5.364323], [0.180175, 3.439403, -5.806773], [0.350656, 4.629677, -7.094144], [1.941690, 3.507290, -4.067461], [2.943509, 4.927998, -4.456925], [3.719553, 2.027099, -5.105598], [4.455873, 3.145555, -3.886786], [5.675695, 1.681697, -5.977738], [6.629559, 3.047146, -6.824187], [3.839897, 2.162689, -7.821255], [5.373137, 1.555165, -8.490513], [3.884885, 3.473921, -10.147983], [5.481983, 2.825223, -10.616812], [5.199324, 4.572764, -10.421940], [-3.144735, 5.184963, 5.553250], [-3.946250, 4.585788, 4.469742], [-3.505270, 5.100719, 3.152001], [-4.093040, 6.491347, 2.918791], [-5.505754, 6.444824, 3.423962], [-5.482166, 5.764902, 4.191978], [-5.844123, 7.334388, 3.749210], [-6.426536, 5.915402, 2.338082], [-7.864218, 6.333359, 2.620002], [-8.291873, 5.881263, 3.871022], [-9.645523, 6.386111, 4.235937], [-2.095110, 4.966622, 5.374660], [-3.460050, 4.753926, 6.545413], [-3.252485, 6.277376, 5.558342], [-3.846357, 4.393772, 2.383870], [-2.356973, 5.082213, 3.096707], [-4.074724, 6.764215, 1.897222], [-3.563532, 7.172246, 3.610966], [-6.268070, 4.798492, 2.434200], [-6.025228, 6.288800, 1.359162], [-8.430668, 5.936017, 1.709573], [-7.809912, 7.466378, 2.507653], [-9.815514, 6.043006, 5.282662], [-10.399517, 5.890269, 3.616783], [-9.635283, 7.458954, 4.087354], [3.860511, -1.133682, -8.739504], [3.551024, -1.381773, -7.412675], [3.006997, -2.668576, -7.221536], [3.305127, -3.120441, -5.849786], [2.878756, -2.221651, -4.735204], [3.238975, -2.639346, -3.778293], [3.389927, -1.329813, -4.874717], [1.355951, -1.943089, -4.573072], [0.965989, -0.666652, -5.308266], [0.483185, -0.809072, -6.673056], [0.804681, 0.331864, -7.419352], [3.230124, -1.728702, -9.342116], [4.882618, -1.352065, -9.077472], [3.611389, -0.080240, -8.921881], [3.486416, -3.428641, -7.794921], [1.875045, -2.687240, -7.469557], [4.386554, -3.159434, -5.679065], [2.783722, -4.057014, -5.597866], [1.269722, -1.745672, -3.493310], [0.791602, -2.823035, -4.840703], [1.893287, -0.113945, -5.315888], [0.213399, -0.152083, -4.713444], [0.522663, 1.269136, -6.907367], [0.274351, 0.338173, -8.385979], [1.859276, 0.346559, -7.576870], [-0.932332, -3.364217, 10.175804], [0.335407, -3.564683, 9.501154], [0.216281, -3.526740, 8.003820], [-0.127743, -2.364011, 7.326658], [0.002743, -2.571052, 5.999085], [0.421708, -3.883362, 5.893505], [0.468062, -4.451480, 7.147754], [0.592421, -4.648221, 4.629846], [-0.820527, -3.556533, 11.242210], [-1.781637, -3.996275, 9.764207], [-1.301640, -2.352904, 10.058058], [0.754400, -4.573601, 9.618566], [1.023628, -2.768866, 9.724709], [-0.328980, -1.433195, 7.853935], [-0.094552, -1.953668, 5.080375], [0.769484, -5.473174, 7.321800], [1.526667, -4.412757, 4.133005], [-0.203959, -4.314709, 3.921003], [0.449304, -5.734165, 4.799227], [3.510624, -4.218248, -2.040587], [3.934774, -3.100431, -2.301707], [3.571655, -4.620998, -0.897424], [2.905800, -4.955989, -2.920690], [5.258301, 0.328209, -3.406219], [6.156732, 1.238964, -3.291839], [4.652981, -0.108418, -2.419976], [5.046063, -0.168542, -4.538449], [5.022632, 1.849500, 3.420078], [6.194868, 2.204580, 3.457593], [4.142846, 2.630550, 2.905146], [4.576134, 0.739208, 3.835800], [-0.063889, -1.047649, 0.686448], [0.759051, 0.002360, 1.161100], [0.777183, -2.167423, 0.539726], [-1.243405, -1.338073, 1.582319], [-1.904102, -0.265403, 1.999385], [-2.071444, -2.124419, 0.849454], [-0.888820, -1.968380, 2.767194], [0.356379, 1.215362, 0.615318], [1.453911, 1.899131, -0.227093], [2.212013, 2.346106, 0.414946], [1.833326, 1.261519, -1.041849], [1.016465, 2.776841, -0.669364], [0.189303, 1.881168, 1.445405], [-0.550336, 1.066787, 0.003703], [-0.529062, -0.639337, -0.249881], [-5.954484, -4.500739, 4.259001], [-4.981762, -3.633493, 4.621574], [-7.242822, -3.984361, 4.082052], [-5.466509, -5.230276, 2.979828], [-4.840587, -4.427475, 2.167068], [-4.507109, -6.183085, 3.217899], [-6.399366, -5.873325, 2.210557], [-5.041351, -3.373718, 6.044614], [-4.010962, -2.218135, 6.174662], [-3.215862, -2.406001, 5.460398], [-4.552783, -1.387160, 5.919654], [-3.680437, -2.160520, 7.219793], [-4.620801, -4.227240, 6.565932], [-6.136409, -3.156919, 6.373454], [-6.064750, -5.220395, 5.005201], [-0.286842, 6.266550, 2.672134], [1.071204, 6.267885, 2.076346], [-0.614536, 5.046962, 2.978740], [-0.066605, 7.263282, 3.820495], [1.093315, 7.213846, 4.484964], [-0.234375, 8.565550, 3.391999], [-1.026683, 7.000695, 4.766824], [1.164402, 5.823208, 0.777269], [0.170423, 6.431876, -0.198245], [0.338162, 6.011507, -1.183524], [-0.846163, 6.178693, -0.071559], [0.270150, 7.509001, -0.374574], [0.996443, 4.717384, 0.743956], [2.186475, 6.033192, 0.365726], [-1.011376, 6.811137, 2.010878], [-1.374528, 1.372349, -2.727910], [-1.922874, 1.957294, -1.525588], [-1.058099, 0.150468, -2.506484], [-2.387707, 1.679928, -3.974281], [-1.880762, 1.451681, -5.190300], [-3.425585, 0.820930, -3.909745], [-3.059925, 2.915448, -4.046810], [-1.719450, 3.327180, -1.323314], [-2.911304, 3.963355, -0.699508], [-3.885781, 3.768843, -1.112729], [-3.158880, 3.731793, 0.299443], [-2.700336, 5.043477, -0.710988], [-1.255851, 3.793380, -2.186569], [-0.823492, 3.499840, -0.658292], [-0.517128, 2.033281, -3.123839]],
  "forces_ev_per_angstrom": [[-0.913, -0.419, -0.671], [1.135, 1.307, 0.029], [-1.938, -0.296, 0.411], [0.380, -0.391, 0.305], [-0.510, 0.338, -1.302], [-0.837, 0.433, 0.087], [1.190, -0.215, 0.088], [0.265, -0.737, 1.368], [-0.060, -0.164, 0.655], [-0.661, -0.541, 0.665], [0.983, 1.932, 0.595], [0.138, -0.054, 0.743], [0.295, -0.243, -0.066], [0.069, 0.326, -0.122], [-0.071, -0.310, 0.127], [1.042, -0.538, -0.504], [-0.260, 0.078, -0.315], [-0.076, 1.162, -0.377], [-0.690, 0.447, -0.150], [-0.055, -0.715, -0.359], [-0.408, 0.315, -0.429], [0.266, -0.657, -0.278], [-0.383, 0.300, 0.312], [-0.229, -0.051, 0.024], [0.579, -1.107, -0.708], [0.134, -0.898, 0.907], [0.472, 1.165, -0.719], [-2.577, 2.271, 0.715], [1.560, -1.127, -0.783], [-1.318, 1.395, 0.510], [1.000, -1.001, -0.830], [0.095, 0.238, -0.345], [-0.488, -1.682, 2.163], [-0.470, 1.036, -0.056], [-0.779, -0.666, -0.446], [0.702, 1.340, -1.449], [0.329, 0.929, 0.308], [-0.943, -0.547, -0.391], [0.848, -0.684, 0.041], [0.700, -1.239, -0.197], [0.317, -0.549, 0.466], [-0.802, 0.615, -0.293], [0.096, -0.388, -0.394], [0.171, 1.120, -1.319], [0.287, 0.386, 0.093], [0.872, -0.020, -0.098], [0.093, -0.329, 0.074], [-0.793, -0.071, 0.497], [0.488, -1.344, 0.505], [0.232, 0.218, 0.664], [-0.626, 0.167, 0.062], [0.266, -0.676, 0.237], [0.501, -1.069, -0.988], [0.241, 3.230, 0.258], [1.830, 0.457, -0.287], [-0.943, 0.301, -0.067], [-1.115, -1.429, 0.124], [0.680, 0.380, 0.558], [0.236, -0.479, 0.007], [-0.263, 1.038, -0.242], [-1.238, -0.533, -0.735], [-0.271, -0.104, -0.086], [0.293, -0.363, -0.098], [0.191, 0.338, -0.176], [-0.792, -0.132, -0.303], [0.136, 0.254, 0.650], [-0.164, 0.031, 0.421], [0.829, -0.888, -0.209], [-0.343, 0.211, 0.262], [-0.921, -0.810, -0.751], [0.110, -0.254, 0.390], [0.233, -0.032, -0.033], [-0.066, -0.335, 0.251], [0.436, 0.144, 0.366], [0.629, 0.114, 0.012], [0.718, -1.758, 0.653], [0.860, 0.539, 0.380], [-0.493, -1.961, -0.025], [-1.577, 0.466, -0.673], [1.697, -0.295, 0.903], [-1.449, 0.732, -0.678], [-0.005, 0.202, -0.073], [-2.036, 0.388, -1.945], [1.160, 0.200, 1.470], [-1.168, -0.654, 1.004], [1.132, -0.509, -2.163], [-0.675, 0.259, 0.348], [0.041, 1.568, -0.946], [0.092, -0.278, -0.273], [-0.223, 0.752, -0.018], [-0.239, 0.292, 0.325], [0.655, 0.285, 0.009], [1.309, -0.641, 0.014], [0.919, -0.493, 0.417], [0.047, -0.437, 0.502], [0.439, 0.269, 0.084], [-0.428, 0.490, -0.655], [-0.960, 0.126, 0.631], [-0.092, -0.094, -0.026], [0.028, 1.040, 0.778], [-1.156, 0.098, -0.444], [-0.150, 0.456, -0.936], [1.407, 0.263, -0.081], [-1.994, -0.020, -0.095], [0.747, -0.133, -0.328], [-0.024, 0.044, -0.097], [-0.087, 0.002, 0.194], [-2.507, -1.171, -2.058], [1.033, 1.894, 1.244], [0.340, -0.535, 0.745], [-0.492, 1.154, 0.246], [1.160, 0.682, 1.456], [-0.752, -0.583, 0.091], [0.069, 0.172, -0.512], [0.191, -0.175, 0.460], [-0.141, -0.530, -0.448], [0.423, -0.496, 0.072], [0.406, -0.020, 0.237], [0.577, 0.188, -0.305], [0.130, -0.052, 0.370], [-0.398, -0.477, -0.127], [0.432, -0.339, 0.304], [0.160, 0.140, -0.008], [1.011, -0.608, -0.312], [-0.242, -0.383, 0.449], [-0.528, -0.254, -0.687], [-0.453, 1.340, 0.403], [-0.350, 0.275, -0.232], [0.605, -0.351, 1.311], [0.334, -0.976, -1.409], [0.161, 0.491, 0.422], [0.184, 0.534, 0.615], [-2.385, 2.178, -2.612], [0.765, 0.431, 1.801], [-0.206, 0.024, -0.355], [0.926, 2.246, -0.758], [-0.067, -0.333, -0.072], [0.179, 0.605, 0.547], [0.716, 0.011, -0.118], [1.073, -0.818, -0.911], [-0.672, -0.699, -0.176], [-0.163, -0.124, -0.124], [-0.283, 0.133, 0.097], [0.528, -0.326, 1.167], [0.671, -1.635, 0.625], [0.061, 0.066, -0.136], [0.093, -0.557, -0.229], [-0.632, -1.771, 0.072], [-1.037, 0.009, -0.168], [0.565, -0.462, 0.455], [-1.204, 0.221, 1.520], [1.510, -0.332, 1.067], [-0.560, 0.236, -2.061], [-0.245, -0.511, 0.225], [-0.249, 1.788, -0.689], [0.015, -0.271, 0.868], [0.497, 0.901, 0.186], [0.342, 0.183, 0.244], [-1.987, -1.438, -0.176], [1.327, 1.214, -0.455], [-2.338, 0.537, 1.608], [-0.102, -0.558, -0.843], [-0.012, 0.339, 0.012], [0.622, 0.073, -0.023], [0.074, -0.133, -0.017], [-0.131, 0.208, 0.164], [-0.290, -0.051, 0.349], [-0.209, -0.477, -0.116], [0.487, -0.406, -0.454], [-0.452, -0.803, 0.260], [1.399, 0.228, -0.011], [0.385, -0.497, -0.320], [0.034, -0.234, -0.915], [0.707, -0.747, -0.095], [0.430, 0.286, -0.046], [-0.593, -0.677, -0.047], [0.638, 1.076, -0.296], [0.799, -0.906, 0.607], [0.608, -0.529, 2.689], [-0.158, -0.336, -1.505], [-0.018, -0.055, 0.352], [-0.075, 0.501, 0.253], [0.596, -1.418, 0.734], [0.364, 0.603, -1.865], [-0.821, 0.537, -0.158], [1.193, -1.398, 0.157], [0.043, -0.058, -0.023], [0.048, 0.387, -1.229], [-0.089, -0.236, 0.177], [-0.217, 0.014, 0.418], [-1.120, 0.251, 0.008], [0.145, 0.588, -0.858], [-0.142, 0.081, -0.818], [-0.426, 1.167, -0.528], [-0.716, -0.346, 0.889], [0.141, 0.485, 1.309], [-0.690, -0.940, 0.394], [0.269, 0.651, -0.783], [0.156, 0.221, -0.122], [-0.284, 0.189, 0.275], [0.157, 1.183, -0.744], [0.265, -0.578, 1.051], [-1.982, 0.441, 0.042], [-0.338, -0.349, 2.180], [-0.887, 0.156, 0.743], [-0.119, 0.455, -1.195], [-0.159, -0.251, 0.467], [1.596, 0.468, 0.076], [-0.432, -0.411, -0.535], [0.084, -0.732, 1.353], [-0.831, 0.874, -0.254], [-0.866, -0.542, -1.072], [0.081, 0.059, 0.609], [0.288, -0.193, -0.237], [0.434, -0.410, -1.087], [1.667, 0.163, 0.385], [-0.148, -0.532, -0.299], [0.664, -0.061, -0.404], [-0.317, -0.079, -0.366], [-0.023, -0.310, -0.118], [0.205, 0.814, -0.150], [-0.084, 0.180, 0.061], [-0.044, -0.280, 0.020], [0.184, -0.336, 0.416], [0.934, 0.171, -0.309], [-2.950, -0.451, 0.291], [1.165, -1.398, -2.092], [-1.122, 2.423, 1.282], [0.197, 1.143, 0.532], [0.494, -0.559, -0.724], [-0.305, -1.757, 0.393], [0.967, -0.264, -3.154], [-1.366, 0.290, -0.368], [-0.088, -0.029, -0.031], [1.177, 0.361, 0.590], [0.088, 0.374, 0.103], [0.141, 0.479, 0.731], [0.632, -0.052, 0.320], [-0.039, -0.445, -0.146], [-0.092, -0.420, 1.120], [-0.073, 0.085, 0.136], [0.310, -0.173, 0.304], [0.480, -0.301, 0.701], [0.318, 0.756, 0.035], [-2.317, -2.783, -0.784], [0.523, 1.895, -1.438], [0.445, -0.477, 1.420], [1.365, 1.842, 0.660], [0.820, -0.325, -0.397], [-1.146, -0.708, 0.038], [0.164, 0.617, 0.068], [-0.115, 0.661, 0.211], [-1.234, 0.335, -0.303], [-0.502, -0.752, 0.178], [0.578, -0.169, 0.245], [1.107, 0.717, 0.020], [1.038, 0.162, -1.539], [-0.040, -2.052, 0.555], [-0.033, 0.559, 0.356], [-0.343, -0.658, 0.724], [-0.088, 0.227, -0.476], [0.354, 0.167, 1.167], [-0.140, -0.236, -0.856], [0.315, 1.927, -1.085], [-0.401, -0.436, 0.145], [0.495, -0.536, 0.076], [0.086, 0.146, 0.428], [-0.369, 0.278, -0.466], [-0.684, 0.386, 0.265], [0.358, 0.532, 0.378], [0.340, -1.050, 0.200], [-1.905, -0.682, -1.970], [0.241, 0.790, 0.612], [0.618, -0.073, 0.473], [0.553, -1.807, -0.728], [0.413, 1.976, -1.220], [-0.619, -0.034, 0.969], [0.042, 0.640, 1.216], [0.204, 0.962, -0.465], [-0.626, -2.429, 1.333], [0.191, 0.020, 0.159], [-0.786, 2.540, -0.646], [0.183, 0.181, -0.332], [-0.395, -0.510, 0.141], [2.037, -0.182, -0.491], [-0.196, -1.613, 1.277], [1.302, -0.511, -0.869], [-0.105, 1.456, 0.427], [-0.534, -0.112, 0.541], [-0.706, 0.842, 0.605], [-0.112, 0.201, -0.256], [0.092, -1.281, 0.570], [0.218, 0.708, -0.351], [-0.263, -0.871, -1.246], [0.927, 0.510, -1.204], [0.497, -0.304, -0.394], [-1.193, -0.154, 0.852], [-0.009, -0.069, 0.528], [0.251, 0.421, 0.006], [-0.638, -0.161, 0.688], [0.385, -0.107, -0.036], [1.112, 1.559, -0.870], [-0.209, 0.002, -0.530], [-0.284, -0.834, -0.822], [-2.448, -0.246, 0.892], [1.014, 0.397, -0.143], [-0.475, -0.681, 0.304], [1.688, -0.925, 0.335], [1.721, -0.384, 0.986], [-0.276, 1.826, -0.626], [-0.126, -0.014, -1.328], [0.801, -0.713, 1.581], [-0.456, -0.073, -0.007], [-1.043, 0.397, -0.835], [-0.872, -0.420, 0.274], [-0.092, -0.097, 0.778]],
  "energy_ev": -206802.5159,
  "gap_ev": 7.609,
  "relative_energy_kj_mol": 65.4,
  "charge": 3
}